1.
ORCA calculation (the ωB97M-V functional and the def2-TZVPD basis) on the molecule C23H18N2O2 at a distorted geometry.

```
45
Properties=species:S:1:pos:R:3:forces:R:3
C 5.21326 -3.58351 -2.00768 -0.23 3.89 -1.08
C -1.09184 -3.53011 -1.75596 -1.28 0.22 0.13
C 5.23872 -2.40961 -2.34062 1.48 -1.89 0.10
C -1.85816 -2.83250 -1.12146 1.05 -2.34 -1.66
N 0.42240 2.82595 0.38774 1.44 0.10 -1.25
N -1.28495 2.34988 1.83933 -1.26 -0.41 2.14
O 4.54050 -0.46075 -3.41567 -0.53 0.82 -0.77
O -2.12613 -1.78782 0.82011 -0.83 0.86 0.76
C -0.35898 3.17342 1.37698 -3.73 -0.65 0.38
C 0.25162 1.59404 -0.10506 1.14 -0.17 0.86
C -1.47773 1.08369 1.41472 -2.09 3.86 2.39
C -0.74869 0.75491 0.40482 3.28 -2.55 -3.60
C -4.81891 -0.86208 3.09292 -0.68 -3.15 -0.65
C -4.61079 0.44953 3.20711 -1.53 2.59 2.03
C 3.78006 1.12005 -1.77254 -1.24 1.45 0.86
C 2.29845 -0.56841 -2.56670 0.40 -0.84 -1.02
C -3.95382 -1.70192 2.36288 0.04 0.72 -0.51
C 2.69688 1.62468 -0.93625 -0.12 -1.52 -1.65
C 1.23850 -0.06865 -1.79703 0.37 -0.85 -0.03
C -3.56622 1.10179 2.65183 2.34 0.80 0.51
C 3.53743 0.03600 -2.60836 0.32 0.65 1.07
C -2.89349 -1.03913 1.71395 -0.64 -0.32 0.30
C 1.34311 1.06303 -0.98300 2.74 0.41 -0.50
C -2.64861 0.34520 1.94037 0.32 -0.65 -0.48
C 5.65351 -1.05226 -2.79721 0.02 -1.27 -0.37
C -2.89905 -2.31758 -0.26947 -0.27 -0.22 0.47
C -0.63498 4.56442 1.92840 2.32 -0.06 -1.07
H 4.93361 -4.54018 -1.79947 -0.31 -2.02 0.58
H -0.68913 -4.31282 -2.39543 0.20 0.88 0.51
H -0.83254 -0.27665 0.19465 0.38 -0.81 -1.34
H -5.75675 -1.20269 3.52088 0.34 -0.58 0.13
H -5.27471 0.98594 3.90932 0.22 -0.10 -0.71
H 4.76691 1.65017 -1.87804 -1.14 -0.56 0.61
H 2.31639 -1.47460 -3.22780 -0.93 0.73 0.92
H -4.10118 -2.80238 2.19923 0.04 1.34 0.35
H 2.93294 2.40371 -0.24448 -0.14 0.54 0.16
H 0.40059 -0.74182 -1.73222 -0.65 0.28 -0.18
H -3.21554 2.13769 2.91409 -0.91 -1.09 -0.51
H 6.51026 -1.07343 -3.55349 -1.28 -0.14 1.06
H 5.96602 -0.54789 -1.90151 0.28 0.75 0.30
H -3.60705 -3.14308 0.08025 1.01 0.95 -0.50
H -3.50723 -1.57576 -0.82693 0.31 0.02 0.64
H -1.36112 5.10777 1.32585 0.11 -0.17 -0.36
H 0.35438 5.06384 1.84227 -0.81 0.41 0.64
H -1.07792 4.46993 2.90870 0.45 0.08 0.32
```
Positions in Å, forces in eV/Å.

Results
**HOMO-LUMO gap**: 8.6410 eV
**Highest occupied orbital energy**: -8.67 eV
**E_tot**: -31211.2728 eV
**Molecular weight**: 354.4 g mol⁻¹
**Structure (SMILES)**: C#CCOc1ccc(-c2cc(-c3ccccc3OCC#C)nc(C)n2)cc1
**Relative energy (zero: lowest compared OMol25 entry of this formula, charge and spin)**: 59.1 kcal/mol
**LUMO level**: -0.0259 eV



2.
ORCA calculation (the ωB97M-V functional and the def2-TZVPD basis) on the molecule C23H18N2O3 at a distorted geometry.

```
46
Properties=species:S:1:pos:R:3:forces:R:3
N 1.06650 2.32098 1.71947 -0.69 -1.75 -1.53
N -1.14950 0.78741 0.79258 0.85 -0.15 -1.81
O -1.94367 -5.17026 -0.44464 0.23 0.70 0.06
O 1.38743 0.00722 -1.85346 -0.79 0.84 1.33
O -0.74624 0.90886 -2.23942 -0.13 -1.14 0.46
C 1.09039 1.61508 0.55743 0.31 1.00 1.12
C -0.03383 0.87912 0.06124 0.04 0.63 1.77
C 4.78386 1.33609 -1.61576 -0.59 0.65 1.13
C 4.72114 2.12265 -0.44692 -0.44 -0.12 0.14
C -0.37592 -3.40235 -0.11429 0.14 0.19 0.05
C -2.09916 -3.04221 -1.69736 0.36 -0.07 0.11
C 3.63220 0.66835 -2.01813 0.67 -0.10 -0.94
C 3.52049 2.26623 0.23269 -0.04 -0.64 -0.43
C 0.13896 -2.10959 -0.27550 -1.56 -1.06 -0.68
C -1.61439 -1.75380 -1.91311 1.04 -0.15 1.78
C -1.26933 2.65097 4.52767 0.80 -0.19 -1.49
C -2.40412 1.96872 4.02248 0.11 -0.59 -1.26
C -1.50037 -3.89827 -0.77484 0.01 0.49 0.06
C 2.40720 0.76115 -1.34167 1.25 0.22 0.15
C 2.36492 1.55972 -0.18757 -0.51 0.30 -0.12
C -0.52056 -1.26438 -1.15811 -0.20 0.73 -0.95
C -0.12235 2.75582 3.74067 -1.35 0.08 0.60
C -2.37598 1.35935 2.75641 0.94 1.14 1.93
C -0.07681 2.18655 2.43909 -0.12 0.14 0.22
C -1.21483 1.44667 1.95940 1.09 0.41 0.49
C -3.32475 -5.47527 -0.63947 -0.10 1.09 1.58
C -0.26488 2.12946 -2.78122 -0.33 -0.22 -0.03
C 0.04138 0.18334 -1.29040 -0.78 -0.63 -1.29
H 5.72619 1.33099 -2.15800 -0.33 -0.43 -0.11
H 5.58529 2.60025 0.00366 0.07 0.04 -0.45
H 0.09468 -4.04919 0.57708 0.45 -0.63 0.69
H -2.93251 -3.37105 -2.27062 -0.64 -0.19 -0.31
H 3.71041 0.07692 -2.93162 -0.35 0.01 0.26
H 3.49696 2.90532 1.11190 -0.29 -0.28 -0.12
H 0.97874 -1.79955 0.31205 0.35 0.16 0.15
H -2.17034 -1.10859 -2.53909 -0.19 0.61 -0.70
H -1.29845 3.10700 5.50272 0.00 0.02 0.16
H -3.29289 1.91633 4.64075 0.01 -0.12 -0.12
H 0.72336 3.30550 4.11715 0.28 0.00 -0.11
H -3.15912 0.76435 2.38258 -1.01 -0.47 -0.32
H -3.50107 -5.70010 -1.65171 -0.52 0.10 -1.45
H -3.99986 -4.67314 -0.21273 0.75 -0.61 -0.78
H -3.56314 -6.37474 -0.08685 0.35 -0.22 0.27
H 0.68070 1.93818 -3.28572 0.18 0.32 0.04
H -1.01143 2.45513 -3.54229 0.51 -0.26 0.69
H -0.18531 2.87878 -1.98649 0.19 0.14 -0.23
```
Positions in Å, forces in eV/Å.

Results
**HOMO-LUMO gap**: 7.6756 eV
**Highest occupied orbital energy**: -8.34 eV
**E_tot**: -33264.7777 eV
**Molecular weight**: 370.4 g mol⁻¹
**Structure (SMILES)**: COc1ccc([C@]2(OC)Oc3ccccc3-c3nc4ccccc4nc32)cc1
**Relative energy (zero: lowest compared OMol25 entry of this formula, charge and spin)**: 51.8 kcal/mol
**LUMO level**: -0.6687 eV



3.
ORCA calculation (the ωB97M-V functional and the def2-TZVPD basis) on a structure of composition C23H18O3S at a distorted geometry.

```
45
Properties=species:S:1:pos:R:3:forces:R:3
O 3.37727 2.24637 -1.58481 -0.07 0.00 0.57
O 1.02714 3.08174 -1.18720 2.51 -2.07 0.77
O 0.20958 -1.04799 -0.40365 -1.68 -1.92 0.50
C 0.86542 -3.20511 4.20092 0.28 -0.09 0.79
C -1.93640 -0.47617 -5.04275 -0.03 0.51 0.37
C 1.48093 -1.96743 4.24866 0.04 0.72 0.04
C 0.17679 -3.59783 3.06851 -0.13 -0.59 0.15
C -1.94949 2.18884 1.98662 0.91 -0.30 0.00
C -0.99882 0.55283 -4.86640 -0.43 -0.59 0.49
C -2.28253 -1.23563 -3.91905 0.19 0.05 0.20
C -2.19515 2.70551 0.71223 0.14 -0.75 -0.61
C 1.40987 -1.07925 3.18076 0.27 -0.13 -0.17
C 0.11737 -2.74953 1.98527 0.45 1.11 -0.44
C -1.03559 1.14604 2.20170 0.00 0.13 -1.64
C -0.37142 0.72940 -3.63155 -0.01 -0.25 -0.18
C -1.66434 -1.04394 -2.67155 0.07 -0.10 -0.01
C -1.63803 2.09127 -0.42220 0.03 -0.15 0.04
C 0.73864 -1.47927 2.03613 -0.72 -0.38 -0.90
C -0.43200 0.58936 1.04063 -0.70 0.22 1.64
C -0.65099 -0.08470 -2.51860 0.20 0.13 -0.44
C -0.75630 1.01811 -0.23156 -0.48 0.89 0.35
C 0.59849 -0.50695 0.87421 0.15 0.16 -0.15
C 0.04463 0.15325 -1.17812 -0.18 -0.62 -0.10
C 1.92474 0.12966 0.38817 0.13 -0.26 -0.50
C 2.24844 1.56314 0.80302 1.79 -0.25 -0.02
C 1.56140 0.44045 -1.10337 -0.49 0.44 0.11
S 2.10918 2.07771 -0.91569 -1.98 3.37 -1.32
H 0.92937 -3.87551 5.06300 -0.04 0.25 -0.31
H -2.44033 -0.60738 -6.01235 0.29 -0.05 0.60
H 2.00208 -1.58228 5.11170 0.07 -0.45 0.33
H -0.29512 -4.58673 3.07888 0.13 0.45 -0.28
H -2.39685 2.61462 2.86485 -0.32 0.30 0.10
H -0.76633 1.25911 -5.65151 0.03 -0.17 -0.16
H -3.05947 -1.99484 -3.97418 0.15 0.11 -0.15
H -2.85097 3.55556 0.56826 -0.04 -0.09 0.13
H 1.93879 -0.11515 3.25018 -0.42 -0.45 -0.12
H -0.35772 -3.01153 1.05226 -0.21 -0.17 0.03
H -0.84118 0.81506 3.21509 0.14 -0.19 -0.18
H 0.34824 1.53476 -3.62067 0.20 0.05 0.54
H -1.98777 -1.66851 -1.82331 0.33 0.41 -0.44
H -1.89777 2.43814 -1.43486 0.28 -0.14 0.60
H 2.74707 -0.60183 0.45265 -0.29 0.49 0.14
H 1.54974 1.99058 1.47394 -0.72 0.64 0.46
H 3.27292 1.68528 1.16410 -0.16 0.20 -0.06
H 2.12646 -0.08920 -1.82836 0.32 -0.49 -0.76
```
Positions in Å, forces in eV/Å.

Results
**HOMO-LUMO gap**: 9.9018 eV
**Highest occupied orbital energy**: -9.28 eV
**E_tot**: -41119.3318 eV
**Molecular weight**: 374.5 g mol⁻¹
**Relative energy (zero: lowest compared OMol25 entry of this formula, charge and spin)**: 0.0 kcal/mol
**LUMO level**: 0.6230 eV



4.
ORCA calculation (the ωB97M-V functional and the def2-TZVPD basis) on a structure of composition C23H18O5Pb at a distorted geometry.

```
47
Properties=species:S:1:pos:R:3:forces:R:3
Pb 0.47488 -0.01943 0.48154 -0.34 0.32 -0.28
O -0.45999 -1.42829 -3.70285 0.02 -0.28 -0.29
C -0.51071 -0.72823 -2.69253 -0.82 0.50 -0.92
O 0.20430 -0.90053 -1.67299 0.44 0.09 1.59
C -1.40585 0.54083 -2.84910 0.27 -0.40 -0.22
C -0.46677 1.74449 -3.10340 0.04 -0.13 -0.84
C -1.22536 2.79787 -3.94229 0.23 -0.08 -0.04
C -2.17632 3.37187 -2.87587 0.04 0.12 0.18
C -1.74827 2.55196 -1.63574 -0.80 0.34 0.14
O -0.35986 2.38098 -1.84893 0.40 -0.03 0.37
C -2.34173 1.13778 -1.76974 -0.10 -0.04 0.63
C -2.52842 0.44628 -0.37326 -0.53 0.38 -1.13
O -3.50589 -0.26957 -0.25144 -0.33 -0.42 0.03
O -1.73540 0.81664 0.54753 1.23 -0.02 0.53
H -1.99177 0.32568 -3.74746 0.17 0.05 0.13
H 0.51994 1.47731 -3.48627 -0.09 0.01 0.09
H -0.53614 3.55650 -4.32223 -0.03 -0.03 0.02
H -1.74626 2.34657 -4.78423 0.01 -0.02 -0.07
H -2.00371 4.43727 -2.71251 -0.02 0.01 -0.02
H -3.22607 3.21914 -3.12353 -0.04 0.05 0.05
H -1.92608 3.02937 -0.67148 0.06 -0.10 -0.11
H -3.35742 1.18760 -2.18044 0.21 -0.03 0.10
C -0.04704 -1.80979 1.60976 0.46 0.01 -0.51
C -0.72933 -2.59057 2.25532 -0.26 -0.15 0.24
C -1.56068 -3.38472 3.06791 0.42 0.27 -0.33
C -1.87644 -2.79838 4.32877 -0.12 0.21 0.51
C -1.02040 -1.80974 4.88139 0.08 -0.12 -0.18
C -1.30839 -1.16999 6.06020 -0.04 0.12 0.31
C -2.46124 -1.47605 6.77644 -0.14 0.07 0.21
C -3.33750 -2.41322 6.23987 -0.10 0.21 0.41
C -3.06557 -3.04918 5.05168 0.06 -0.23 -0.25
C -2.13901 -4.55078 2.49144 -0.15 -0.39 -0.18
C -1.99671 -4.79170 1.10167 0.03 0.20 0.03
C -2.60955 -5.84941 0.47968 -0.15 -0.23 -0.12
C -3.40305 -6.74215 1.19707 -0.08 -0.22 -0.12
C -3.48492 -6.58201 2.57350 -0.17 -0.40 -0.17
C -2.83805 -5.54709 3.21255 0.04 0.22 0.23
H -0.12377 -1.55626 4.33106 -0.03 0.02 0.02
H -0.63581 -0.40698 6.44516 0.04 -0.07 -0.07
H -2.67883 -0.97564 7.71365 -0.04 -0.01 -0.01
H -4.27037 -2.62630 6.75633 0.02 -0.01 -0.03
H -3.80898 -3.70951 4.62772 0.02 -0.02 0.04
H -1.42037 -4.08340 0.52403 0.03 0.02 -0.07
H -2.49452 -5.98471 -0.59087 0.02 0.08 -0.01
H -3.92521 -7.54719 0.68844 0.03 0.02 0.08
H -4.06871 -7.29458 3.15282 0.09 0.04 0.05
H -2.86308 -5.50915 4.29344 -0.06 0.08 -0.01
```
Positions in Å, forces in eV/Å.

Results
**HOMO-LUMO gap**: 4.6843 eV
**Highest occupied orbital energy**: 0.08 eV
**Total charge**: -2
**E_tot**: -39627.9975 eV
**Molecular weight**: 581.6 g mol⁻¹
**LUMO level**: 4.7683 eV